Density functional theory data (the ωB97M-V functional and the def2-TZVPD basis) for a molecular structure, C29H50OsP2 in a non-equilibrium geometry.

Geometry as ORCA input:
```
! RIJCOSX wB97M-V def2-TZVPD def2/J DEFGRID3
* xyz 2 5
Os 1.010 -0.762 0.052
C -1.621 -1.566 2.140
C -1.364 -2.369 1.012
C 0.700 -1.681 1.911
C -0.409 -1.008 2.603
C 0.089 -2.519 0.875
C -2.970 -1.359 2.796
H -3.767 -2.083 2.524
H -3.382 -0.350 2.606
H -2.812 -1.479 3.886
C -0.257 -0.043 3.710
H -1.102 0.675 3.760
H 0.659 0.523 3.488
H -0.139 -0.537 4.696
C 2.063 -1.927 2.490
H 2.105 -1.624 3.554
H 2.752 -1.306 1.901
H 2.404 -2.966 2.371
C 0.778 -3.784 0.479
H 0.970 -4.409 1.381
H 1.745 -3.509 0.021
H 0.172 -4.349 -0.246
C -2.379 -3.255 0.391
H -2.785 -3.958 1.154
H -1.939 -3.843 -0.436
H -3.220 -2.651 -0.013
C -3.000 2.577 0.167
C -3.552 1.411 0.595
C -3.688 0.219 -0.341
C -3.926 0.719 -1.876
C -2.714 0.530 -2.687
C -1.361 0.599 -2.082
C -0.951 1.418 -0.687
C -1.704 2.775 -0.535
H -4.510 -0.477 -0.024
H -4.384 1.774 -1.967
H -2.757 -0.391 -0.247
H -1.815 3.236 -1.515
H -3.577 3.518 0.304
H -4.131 1.347 1.537
H -1.117 3.530 0.030
H -1.109 0.774 0.247
H -1.000 -0.397 -1.510
H 0.132 1.678 -0.627
H -4.675 0.065 -2.392
H -2.747 -0.242 -3.487
P -0.285 0.537 -3.468
C -0.164 2.193 -4.084
C -0.858 -0.322 -4.984
P 1.794 -1.332 -2.000
C 1.363 0.062 -3.153
C 0.906 -2.647 -3.098
C 3.493 -1.420 -2.965
H 0.823 2.557 -3.783
H -1.010 2.832 -3.808
H -0.158 1.993 -5.157
H -0.410 0.254 -5.820
H -1.955 -0.272 -5.139
H -0.548 -1.374 -5.127
H 3.416 -1.096 -4.017
H 3.910 -2.433 -2.987
H 4.215 -0.739 -2.492
H 1.875 0.952 -2.784
H 1.724 -0.142 -4.178
H 1.367 -3.614 -2.861
H 1.005 -2.488 -4.189
H -0.166 -2.666 -2.843
C 1.893 3.389 3.252
C 2.941 2.292 2.997
C 4.229 2.885 2.392
C 3.270 1.636 4.362
C 2.290 1.396 1.995
C 1.733 0.623 1.166
H 2.288 4.250 3.809
H 1.057 2.954 3.818
H 1.502 3.729 2.286
H 4.555 3.813 2.887
H 5.039 2.148 2.475
H 4.075 3.094 1.327
H 2.445 1.018 4.747
H 4.161 0.997 4.301
H 3.471 2.420 5.114
*
```

## Properties
- E_HOMO (alpha / beta): -0.474 / -0.492 hartree
- Gap between HOMO and LUMO (alpha / beta): 6.079 / 5.894 eV
- Relative energy (zero: lowest compared OMol25 entry of this formula, charge and spin): 0.68 kJ/mol
- DFT total energy: -51904.518 eV